Record 1
# C34H49ClN6O3Ru

A structure of composition C34H49ClN6O3Ru at a distorted geometry (ωB97M-V/def2-TZVPD, the Open Molecules 2025 dataset).

Geometry as ORCA input:
```
! RIJCOSX wB97M-V def2-TZVPD def2/J DEFGRID3
* xyz 1 2
Ru 0.52 -0.38 0.42
Cl -1.21 4.02 -5.68
O -0.60 -0.33 -1.77
O -2.17 -1.46 -3.79
O -0.27 -2.34 -0.95
N 2.16 -2.34 0.26
N -1.79 -0.38 0.70
N 1.77 0.51 1.88
N 1.79 0.59 -1.27
N 0.22 -1.42 2.60
N 0.05 1.95 0.61
C 3.51 -2.61 -0.28
C 3.24 0.90 -1.31
C 2.12 -2.62 3.68
C -0.74 2.15 1.84
C 1.36 2.52 0.78
C -4.70 -1.68 1.94
C -0.62 0.21 -4.64
C -1.15 -2.20 -3.17
C -4.74 0.85 1.87
C 4.01 -0.20 -0.62
C -0.53 -0.65 3.61
C -5.10 -0.48 -0.26
C -0.45 -2.70 2.35
C -4.37 0.16 -4.10
C -0.73 2.43 -0.54
C 2.42 -0.48 2.61
C -0.65 -1.57 -1.88
C 3.70 3.68 1.62
C -4.38 -0.43 1.10
C 3.47 -2.69 3.98
C -2.98 0.66 -4.40
C 1.61 -1.54 2.99
C 2.97 4.29 0.62
C -1.89 -0.20 -4.27
C -0.41 1.50 -5.09
C 3.79 -0.58 2.87
C 4.31 -1.67 3.55
C 1.77 3.71 0.22
C -2.92 -0.41 0.86
C -1.47 2.38 -5.16
C -2.75 1.95 -4.84
C 2.19 1.79 1.63
C 3.87 -1.56 -1.31
C 3.32 2.44 2.13
H 0.21 -0.48 -4.59
H 3.09 -1.56 -2.08
H -4.84 -1.39 -0.80
H 1.46 -2.68 -0.39
H 3.29 5.23 0.18
H 5.06 0.08 -0.54
H 3.40 1.84 -0.79
H -6.17 -0.46 -0.09
H -0.18 1.80 2.69
H -1.50 -0.36 3.20
H -5.08 0.99 -4.07
H -4.41 -2.59 1.41
H 3.60 -0.27 0.38
H -3.58 2.65 -4.92
H -4.19 -1.65 2.90
H -1.43 -2.50 1.93
H 3.55 -3.61 -0.71
H -0.59 -3.28 3.26
H -4.50 1.74 1.28
H 5.37 -1.74 3.73
H -0.95 3.22 1.97
H -4.40 -0.38 -3.15
H 4.46 0.17 2.48
H 1.14 4.22 -0.50
H -0.12 2.48 -1.45
H 3.89 2.00 2.93
H 4.23 -2.56 0.54
H -5.77 -1.71 2.12
H -5.81 0.85 2.08
H 3.57 1.02 -2.34
H 4.59 4.16 2.01
H 1.60 -0.20 -1.88
H 0.58 1.82 -5.39
H 0.02 0.23 3.90
H -1.68 1.62 1.77
H 0.10 -3.29 1.62
H 1.46 -3.44 3.97
H -1.58 -3.17 -2.92
H -4.83 0.38 -0.87
H 1.25 1.36 -1.64
H -4.20 0.91 2.82
H 3.87 -3.53 4.53
H -4.70 -0.54 -4.87
H -1.54 1.74 -0.73
H -0.69 -1.27 4.50
H 4.80 -1.84 -1.81
H 2.04 -2.86 1.12
H -1.14 3.43 -0.35
H -0.31 -2.37 -3.84
*
```

## Properties
E_HOMO (alpha / beta): -9.879 / -9.892 eV
Kohn-Sham gap (alpha / beta): 6.3197 / 6.9208 eV
Max |F|: 4.82 eV/Å
<S²>: 0.788
Calculated total energy: -2434.08950 Eh


Record 2
# C34H51AsI2MoN3O2SbSi3

A structure of composition C34H51AsI2MoN3O2SbSi3 at a distorted geometry (ωB97M-V/def2-TZVPD, the Open Molecules 2025 dataset).

Geometry as ORCA input:
```
! RIJCOSX wB97M-V def2-TZVPD def2/J DEFGRID3
* xyz 2 3
I 3.44 -2.87 -6.95
I 5.19 -1.83 -1.35
Sb 1.05 0.90 1.67
Mo 0.30 -0.17 -0.85
As -0.02 -3.79 -0.75
Si -1.83 1.56 3.62
Si 2.32 2.52 -1.59
Si -0.07 -1.09 3.88
O -0.23 -2.16 -0.41
O 2.11 -0.86 -1.19
N 0.19 -0.84 -3.00
N -0.91 3.40 -0.30
N -1.55 0.24 0.34
C 2.42 -1.31 -2.41
C -2.03 3.72 -2.82
C -0.86 2.27 5.05
C 1.25 2.98 2.07
C -1.03 2.78 -2.61
C 3.93 -2.20 -4.07
C -3.40 0.77 4.28
C 2.96 -2.20 -5.04
C -1.14 -4.81 0.42
C -2.41 -0.08 -0.63
C 1.65 -1.75 -4.72
C -2.43 2.92 2.49
C -0.50 2.66 -1.33
C -3.53 -1.59 0.78
C -2.70 -1.21 1.82
C 1.40 -1.31 -3.40
C -1.26 -1.71 5.18
C -0.51 -4.13 -2.57
C 0.62 1.70 -1.10
C -1.87 4.29 -0.52
C -0.66 -1.23 -5.19
C 2.13 4.36 -1.34
C -0.79 0.24 2.66
C -2.46 4.50 -1.76
C 0.51 -2.54 2.84
C -3.40 -1.02 -0.48
C 0.56 -1.70 -5.61
C 1.80 -4.30 -0.49
C 1.41 -0.38 4.78
C -0.80 -0.80 -3.87
C -1.67 -0.28 1.59
C 3.67 -1.76 -2.75
C 2.60 2.12 -3.39
C 3.71 1.85 -0.52
H -1.74 3.76 2.41
H -2.18 -2.14 4.80
H -4.31 -2.32 0.97
H -0.59 -5.20 -2.74
H 0.31 3.49 1.89
H -1.52 -0.95 5.92
H -0.05 -2.62 1.91
H -1.58 -5.64 -0.13
H 1.72 -1.13 5.52
H -2.30 0.53 -1.52
H 3.62 0.79 -0.28
H 4.65 1.96 -1.07
H -1.50 -1.18 -5.87
H 1.83 2.57 -4.03
H 4.93 -2.53 -4.31
H -3.37 3.30 2.92
H -0.67 2.16 -3.42
H -0.55 -5.19 1.25
H -2.64 2.57 1.48
H 1.76 4.84 -2.25
H -4.08 -1.27 -1.29
H -3.87 1.54 4.91
H -1.92 -4.15 0.79
H 0.38 -3.47 3.41
H -3.22 5.26 -1.88
H 3.82 2.42 0.40
H -0.79 1.58 5.90
H 1.87 -5.39 -0.57
H 0.25 -3.72 -3.23
H -0.73 -2.51 5.72
H 3.56 2.56 -3.68
H 1.45 4.61 -0.53
H -2.19 4.87 0.34
H 1.57 -2.45 2.59
H 3.11 4.80 -1.10
H 2.65 1.05 -3.60
H 2.29 -0.21 4.14
H 2.43 -3.83 -1.24
H -4.12 0.55 3.49
H -2.84 -1.61 2.81
H -1.41 3.15 5.40
H 1.57 3.08 3.10
H 2.01 3.39 1.41
H -2.46 3.85 -3.81
H 0.70 -2.02 -6.63
H 2.12 -3.99 0.50
H 1.22 0.54 5.34
H 0.14 2.61 4.79
H -3.28 -0.12 4.90
H -1.75 -0.42 -3.52
H -1.47 -3.65 -2.77
*
```

## Properties
E_HOMO (alpha / beta): -12.795 / -12.977 eV
Kohn-Sham gap (alpha / beta): 6.2891 / 6.5175 eV
Max |F|: 2.20 eV/Å
<S²>: 2.125
Calculated total energy: -5648.61541 Eh


Record 3
# C34H51BCdCl2N10OS3

A structure of composition C34H51BCdCl2N10OS3 (ωB97M-V/def2-TZVPD, the Open Molecules 2025 dataset).

Geometry as ORCA input:
```
! RIJCOSX wB97M-V def2-TZVPD def2/J DEFGRID3
* xyz 0 1
Cd 0.10 1.45 -1.17
Cl -1.77 4.00 -7.76
Cl 0.22 6.23 -3.29
S -1.83 -0.45 2.65
S -0.35 -1.23 -1.14
S 2.22 -0.02 1.69
O 0.09 3.48 -2.21
N 1.66 -0.52 4.34
N 0.84 -2.00 2.95
N 2.48 1.63 -1.27
N -3.24 -2.36 1.27
N 2.09 -2.47 -1.52
N -1.11 -2.80 1.47
N 0.72 2.85 0.63
N -0.77 1.26 -3.50
N -1.85 1.84 0.05
N 1.26 -2.73 0.49
C -1.23 3.83 -6.12
C 2.25 0.60 6.45
C 2.99 -3.22 -0.78
C -0.42 3.72 0.87
C 3.46 -2.96 -3.51
C -1.70 0.20 -5.43
C -4.58 -1.72 1.34
C -0.34 4.81 -4.11
C -4.54 -0.37 0.60
C 1.03 -2.16 -0.70
C 2.47 -3.37 0.45
C -1.70 2.90 1.06
C -5.61 -2.62 0.67
C 3.90 0.47 4.60
C -4.99 -1.53 2.80
C 2.11 -0.90 -3.46
C 0.99 -1.48 5.09
C -2.06 -1.89 1.79
C -0.32 3.60 -3.42
C 0.49 -2.38 4.23
C -1.21 0.18 -4.12
C -2.99 -3.55 0.59
C -0.79 2.45 -4.16
C -1.68 -3.81 0.73
C 2.99 2.55 -0.23
C 2.42 0.62 4.93
C 1.93 3.55 0.22
C 0.99 -3.16 -3.60
C -1.25 2.56 -5.50
C -0.78 4.92 -5.44
C 2.15 -2.36 -3.01
C -1.72 1.38 -6.12
C 1.86 1.94 4.41
C 1.57 -0.86 3.02
B 0.40 -2.90 1.79
H 1.21 -0.39 -3.10
H 2.35 4.17 1.02
H -0.11 -3.26 4.41
H -0.52 4.37 -0.01
H 0.91 2.25 1.44
H 2.66 -0.31 6.89
H -5.96 -1.03 2.84
H -4.01 -0.49 -0.35
H 3.29 1.94 0.62
H 3.87 3.09 -0.57
H 2.94 0.73 -1.20
H -5.55 -0.03 0.40
H -6.60 -2.17 0.82
H -0.28 4.36 1.75
H 2.31 2.76 4.97
H -1.10 -4.64 0.36
H 4.06 0.42 3.53
H -2.00 0.95 0.53
H -1.16 -0.74 -3.55
H 1.66 4.20 -0.62
H -2.66 2.01 -0.55
H -5.10 -2.51 3.29
H 2.87 -3.88 1.31
H -2.08 1.43 -7.13
H -2.05 -0.72 -5.88
H -3.75 -4.10 0.08
H -5.45 -2.70 -0.41
H 3.51 -2.81 -4.59
H 2.66 2.01 -2.20
H 2.81 1.44 6.86
H 0.60 -4.04 2.14
H 4.45 1.32 5.01
H -0.76 5.89 -5.92
H 2.99 -0.37 -3.10
H 4.33 -2.46 -3.07
H 3.53 -4.03 -3.31
H 0.77 1.97 4.55
H -2.55 3.58 1.04
H -5.63 -3.62 1.11
H 1.21 0.71 6.75
H 0.89 -1.43 6.16
H 1.07 -3.15 -4.69
H 2.08 2.06 3.36
H 1.04 -4.19 -3.26
H 3.92 -3.58 -1.17
H 0.03 -2.74 -3.31
H -1.68 2.42 2.04
H 2.11 -0.87 -4.55
H -4.27 -0.94 3.35
H -4.02 0.37 1.20
H 4.29 -0.45 5.05
*
```

## Properties
E_HOMO: -7.055 eV
Kohn-Sham gap: 7.3609 eV
Max |F|: 0.49 eV/Å
Calculated total energy: -4256.79771 Eh


Record 4
# C34H51F4NO18S

A cluster of 8 separate species, C34H51F4NO18S in total at a distorted geometry (ωB97M-V/def2-TZVPD, the Open Molecules 2025 dataset).

Geometry as ORCA input:
```
! RIJCOSX wB97M-V def2-TZVPD def2/J DEFGRID3
* xyz 0 1
S -3.16 1.18 -1.63
F -4.49 1.13 -3.92
F -3.36 -0.69 -3.48
F -0.73 0.22 1.19
F -2.32 1.13 -4.10
O 0.49 -7.25 5.17
O -3.01 3.15 -9.18
O -0.45 5.50 -6.44
O 6.51 -2.41 7.44
O -1.79 4.28 -10.67
O -4.12 -3.84 1.70
O -2.44 -5.08 2.53
O 3.53 1.39 0.07
O -2.80 -0.08 0.58
O 5.46 0.45 -0.57
O 2.38 -0.86 4.93
O 1.75 5.62 -6.82
O -1.74 1.38 -1.49
O 4.57 -0.55 5.25
O -1.19 -1.62 0.09
O 0.12 -6.41 7.22
O -3.98 2.31 -1.35
O 4.67 -3.65 7.20
N -6.81 1.71 -0.22
C 4.27 3.56 0.59
C -3.98 5.07 -10.34
C 3.04 2.73 0.28
C 1.63 -7.56 4.35
C -2.92 4.04 -9.97
C -2.52 -2.84 3.24
C -1.37 -4.89 3.48
C -4.99 -0.48 -0.23
C 2.20 -0.34 2.64
C 3.67 -0.57 2.98
C -5.99 -0.35 -1.37
C 5.56 -0.29 7.80
C -1.56 -0.57 0.55
C 5.35 2.86 -0.23
C 3.65 -0.65 4.50
C 2.40 -6.51 6.33
C -3.53 -0.28 -0.59
C 1.49 -1.01 3.80
C 2.74 -6.66 4.86
C 6.84 -1.10 7.94
C 4.85 1.43 -0.27
C -1.13 -3.39 3.52
C 0.89 -6.70 6.35
C -0.84 3.22 -6.85
C 0.77 4.96 -6.67
C -3.43 5.65 -11.64
C -3.36 0.65 -3.42
C -1.93 5.48 -11.46
C 5.17 -2.61 7.50
C 0.66 3.44 -6.68
C -6.69 1.01 -1.49
C 4.48 -1.36 8.00
C -3.14 -3.93 2.39
C -1.42 4.47 -6.20
H -5.24 0.15 0.62
H 0.53 -0.56 4.04
H 1.03 3.07 -5.72
H 3.74 -7.04 4.66
H 1.35 -2.08 3.62
H -0.46 -3.10 2.71
H -5.03 -1.50 0.12
H 1.98 0.73 2.65
H 5.40 3.24 -1.25
H 7.66 -0.70 7.36
H 4.15 4.62 0.36
H -1.47 6.30 -10.92
H -7.76 1.94 0.01
H -1.68 -5.27 4.45
H -3.78 5.06 -12.48
H -4.02 5.81 -9.54
H -5.55 -0.62 -2.32
H 4.51 3.49 1.66
H 2.68 -5.53 6.71
H -1.21 2.30 -6.41
H 2.66 -5.68 4.37
H -2.47 -1.90 2.70
H 2.32 2.71 1.10
H -3.72 6.69 -11.82
H 5.50 0.54 8.50
H 2.85 -7.30 6.94
H 4.31 0.23 2.64
H 4.23 -1.50 9.05
H 5.49 0.11 6.79
H 1.90 -0.73 1.67
H 1.25 3.02 -7.49
H -7.69 0.82 -1.87
H 7.15 -1.20 8.99
H -6.22 1.65 -2.22
H 3.59 -1.16 7.42
H -4.95 4.60 -10.45
H -3.11 -2.72 4.15
H -1.40 5.34 -12.40
H -2.37 4.76 -6.64
H -3.21 -1.15 -1.15
H -0.70 -3.05 4.46
H 1.38 -7.37 3.31
H 1.86 -8.62 4.47
H 2.53 3.06 -0.63
H 6.33 2.90 0.23
H 4.04 -1.52 2.60
H -6.23 2.53 -0.19
H -6.76 -1.10 -1.20
H -1.09 3.21 -7.91
H -0.50 -5.46 3.14
H -1.55 4.36 -5.12
*
```

## Properties
E_HOMO: -9.511 eV
SMILES: NCCC[C@H](OC(=O)F)S(=O)(=O)C(F)(F)F.O=C1CCCO1.O=C1CCCO1.O=C1CCCO1.O=C1CCCO1.O=C1CCCO1.O=C1CCCO1.O=C1CCCO1
Kohn-Sham gap: 9.7841 eV
Max |F|: 2.27 eV/Å
Calculated total energy: -3532.94520 Eh